No. 1
Molecular formula: C3H5Cl2F
Method: DFT, ωB97M-V with the def2-TZVPD basis set

Values from the calculation:
- gap between HOMO and LUMO (eV) = 11.873

Last column: Mulliken charge in e.
Cartesian coordinates (Å):
1 C -0.4243 1.5472 -0.7370  -1.19
2 C -0.4198 0.2938 0.0767  0.75
3 C 0.6252 -0.8211 -0.0619  -0.71
4 H -0.1772 1.5511 -1.8035  0.31
5 H 0.2731 2.2062 -0.2214  0.36
6 H -1.3309 2.1992 -0.6097  0.35
7 H 0.5212 -1.5494 -0.7994  0.42
8 H 0.4644 -1.4521 0.8416  0.34
9 F -0.4199 0.6689 1.3687  -0.23
10 Cl -1.9819 -0.6741 -0.2070  -0.22
11 Cl 2.2961 -0.2138 -0.1102  -0.19

---

No. 2
Molecular formula: C3H43N2O16
Method: DFT, ωB97M-V with the def2-TZVPD basis set

Values from the calculation:
- gap between HOMO and LUMO (eV) = 8.957
- total charge = +1

Last column: Mulliken charge in e.
Cartesian coordinates (Å):
1 C 0.2499 -0.2527 -0.5633  0.68
2 C 1.5972 0.4246 -0.6730  0.25
3 C 1.9763 1.5792 0.2800  0.22
4 N 3.2840 1.4447 0.8291  -0.46
5 N -0.7664 0.1496 -1.5871  0.22
6 H -0.2370 -0.1439 0.3999  -0.74
7 H 0.4935 -1.3058 -0.5578  0.08
8 H 1.7093 0.9254 -1.6439  -0.23
9 H 2.4424 -0.2636 -0.6810  0.00
10 H 1.8822 2.5382 -0.2471  0.36
11 H 1.1684 1.7808 1.0100  -0.32
12 H 3.4981 0.7054 1.4708  0.15
13 H 4.0383 2.0305 0.5563  0.18
14 H -0.9417 -0.5573 -2.3061  0.36
15 H -1.7073 0.3114 -1.2055  0.44
16 H -0.4220 1.0757 -1.8670  0.04
17 H -3.8015 1.0537 4.0838  0.29
18 H -3.7856 1.7435 2.7450  0.32
19 O -3.2331 1.5735 3.5097  -0.66
20 H -4.0010 -0.5986 -1.5410  0.26
21 H -3.4208 -1.5358 -0.4180  0.39
22 O -3.5799 -0.6044 -0.6760  -0.65
23 H -4.3761 -0.6603 1.7480  0.25
24 H -4.1557 0.5094 0.7421  0.36
25 O -4.4128 0.2887 1.6496  -0.60
26 H -0.8841 5.4559 0.1116  0.28
27 H -0.6371 4.0236 0.7400  0.35
28 O -0.5753 4.5656 -0.0546  -0.66
29 H 1.9526 -3.0152 2.4608  0.30
30 H 3.2367 -3.4918 1.9475  0.29
31 O 2.4366 -3.0692 1.6075  -0.65
32 H 2.0810 -0.0962 -3.9578  0.43
33 H 3.2464 -1.0755 -4.3980  0.31
34 O 2.2975 -0.9345 -4.3992  -0.73
35 H -1.5955 -3.2575 3.1209  0.27
36 H -1.4074 -2.4190 1.6314  0.31
37 O -1.8605 -2.6515 2.4367  -0.62
38 H -0.2358 2.3382 2.5198  0.36
39 H -0.4916 3.7704 3.2537  0.26
40 O -0.2556 3.2851 2.4650  -0.61
41 H -2.3731 -3.7417 -0.0752  0.31
42 H -3.6902 -3.7378 -0.9051  0.28
43 O -2.8912 -3.2376 -0.7098  -0.63
44 H 0.9558 2.3401 -3.6728  0.25
45 H 2.1154 1.9665 -4.5020  0.27
46 O 1.6548 1.6708 -3.7114  -0.60
47 H 3.9864 -0.5846 -1.6202  0.33
48 H 4.4589 0.5641 -2.3584  0.32
49 O 4.2313 -0.3594 -2.5265  -0.60
50 H 1.1151 -1.5413 -3.3100  0.43
51 H -0.1174 -2.3297 -3.6443  0.29
52 O 0.3414 -1.9845 -2.8854  -0.67
53 H -0.6200 3.4498 -1.2720  0.42
54 H -1.4521 3.5526 -2.5842  0.26
55 O -0.8830 2.9529 -2.0967  -0.62
56 H 0.7967 -1.1260 3.8849  0.26
57 H 1.3242 -2.1093 4.8875  0.30
58 O 1.4099 -1.8680 3.9574  -0.60
59 H 1.1156 -3.3093 0.8687  0.39
60 H 0.3405 -3.5931 -0.4764  0.31
61 O 0.2530 -3.6228 0.4791  -0.63
62 H -1.6552 0.7041 2.7095  0.47
63 H -0.5266 -0.2416 2.2485  0.08
64 O -0.6967 0.5455 2.7717  -0.69

---

No. 3
Molecular formula: C41H34F3N4OsSSb
Method: DFT, ωB97M-V with the def2-TZVPD basis set

Values from the calculation:
- gap between HOMO and LUMO (spin up / spin down) (eV) = 6.170 / 6.050
- total charge = +2

Last column: Mulliken charge in e.
Cartesian coordinates (Å):
1 Os 0.2416 -1.4724 -0.6301  0.16
2 C 2.2627 1.2754 -4.7497  -1.35
3 C 2.1636 2.6860 -4.2351  1.24
4 C 3.0289 3.6736 -4.7031  -0.72
5 C 2.9346 4.9856 -4.2678  -0.70
6 C 1.9643 5.3504 -3.3439  -0.75
7 C 1.1030 4.3878 -2.8478  -0.42
8 C 1.2102 3.0746 -3.2905  -0.45
9 N 0.3038 2.0966 -2.7482  0.47
10 C 0.6790 1.1530 -1.8806  0.31
11 N 1.9518 1.1410 -1.4800  0.61
12 C 2.6245 0.2847 -0.5978  1.13
13 C 2.0386 -0.8724 -0.0668  -0.08
14 C 2.7767 -1.6264 0.8677  -0.57
15 C 4.0559 -1.2608 1.2093  -1.37
16 C 4.6231 -0.1106 0.6533  -0.84
17 C 3.9320 0.6779 -0.2427  0.85
18 C 4.5505 1.9200 -0.8248  -1.58
19 N -0.2114 0.2673 -1.3830  0.25
20 C -1.5979 0.3768 -1.7903  -1.36
21 C -2.0543 -0.4606 -2.8046  0.00
22 C -3.3925 -0.4353 -3.1658  -1.03
23 C -4.2551 0.4347 -2.5165  -0.72
24 C -3.7843 1.2735 -1.5152  -0.89
25 C -2.4490 1.2646 -1.1252  1.62
26 C -1.9388 2.1881 -0.0546  -1.25
27 H 2.6655 1.2721 -5.7605  0.55
28 H 1.2892 0.7854 -4.7778  0.25
29 H 2.9305 0.6632 -4.1365  0.23
30 H 3.7747 3.4065 -5.4418  0.47
31 H 3.6133 5.7302 -4.6615  0.44
32 H 1.8789 6.3762 -3.0130  0.44
33 H 0.3434 4.6469 -2.1203  0.50
34 H -0.6779 2.1382 -2.9839  0.26
35 H 2.5080 1.8964 -1.8655  -0.33
36 H 2.3400 -2.5178 1.3020  0.48
37 H 4.6243 -1.8590 1.9085  0.49
38 H 5.6287 0.1760 0.9334  0.43
39 H 5.5639 2.0486 -0.4530  0.43
40 H 3.9884 2.8198 -0.5573  0.39
41 H 4.6154 1.8738 -1.9168  0.37
42 H -1.3565 -1.1154 -3.3158  0.59
43 H -3.7546 -1.0832 -3.9523  0.49
44 H -5.3004 0.4670 -2.7937  0.49
45 H -4.4688 1.9525 -1.0209  0.51
46 H -2.7667 2.6243 0.5021  0.46
47 H -1.3662 3.0168 -0.4804  0.19
48 H -1.2805 1.6772 0.6498  0.28
49 F 1.2339 -6.0349 5.4268  -0.30
50 C 0.8153 -5.0708 4.6140  0.12
51 C 0.3437 -3.8920 5.1667  -0.70
52 C -0.0896 -2.8908 4.3147  -0.67
53 C -0.0453 -3.0857 2.9346  0.71
54 C 0.4361 -4.2770 2.4015  -0.25
55 C 0.8729 -5.2833 3.2470  -0.60
56 Sb -0.8223 -1.5475 1.7497  1.49
57 C -2.8435 -1.9293 1.4011  0.66
58 C -3.2039 -3.2597 1.1879  -0.70
59 C -4.5124 -3.5824 0.8752  -0.70
60 C -5.4382 -2.5556 0.7828  0.12
61 F -6.6980 -2.8573 0.4825  -0.31
62 C -5.1051 -1.2282 0.9900  -0.69
63 C -3.7907 -0.9152 1.2946  -0.35
64 C -0.6030 0.2592 2.7724  0.18
65 C 0.5711 0.9966 2.6345  -0.42
66 C 0.7349 2.1714 3.3486  -0.65
67 C -0.2849 2.5827 4.1909  0.17
68 F -0.1311 3.7139 4.8712  -0.32
69 C -1.4545 1.8613 4.3550  -0.76
70 C -1.6097 0.6849 3.6398  -0.50
71 H 0.3249 -3.7734 6.2413  0.49
72 H -0.4483 -1.9604 4.7395  0.42
73 H 0.4818 -4.4326 1.3307  0.22
74 H 1.2552 -6.2208 2.8669  0.50
75 H -2.4750 -4.0577 1.2792  0.42
76 H -4.8259 -4.6042 0.7118  0.52
77 H -5.8702 -0.4674 0.9145  0.52
78 H -3.5191 0.1232 1.4433  0.42
79 H 1.3659 0.6614 1.9792  0.37
80 H 1.6352 2.7656 3.2722  0.53
81 H -2.2144 2.2203 5.0356  0.50
82 H -2.5171 0.1071 3.7708  0.53
83 S 0.2340 -5.7858 -2.2221  -0.24
84 C 0.3031 -4.3936 -1.5493  0.84
85 N 0.3403 -3.3106 -1.0064  -0.50

---

No. 4
Molecular formula: C23H21N3O5
Method: DFT, ωB97M-V with the def2-TZVPD basis set

Values from the calculation:
- gap between HOMO and LUMO (eV) = 7.619

Last column: Mulliken charge in e.
Cartesian coordinates (Å):
1 O -2.7513 0.7798 1.4385  -0.66
2 C -1.6844 0.2586 1.1799  0.63
3 N -1.1043 0.3716 -0.0336  0.09
4 C 0.2300 -0.0297 -0.4137  -0.33
5 H 0.7016 -0.6141 0.3707  0.32
6 C 1.0631 1.2195 -0.7250  -1.02
7 N 0.4040 2.0198 -1.7366  0.13
8 C 0.9432 2.1010 -2.9752  0.33
9 O 1.9944 1.5682 -3.2736  -0.64
10 C 0.2028 2.9403 -3.9750  0.12
11 C -0.2682 2.3479 -5.1430  -0.49
12 C -0.8730 3.1178 -6.1171  -0.57
13 C -0.9877 4.4885 -5.9218  0.00
14 C -0.5009 5.0967 -4.7707  -0.48
15 C 0.0934 4.3182 -3.7977  0.08
16 H 0.4840 4.7763 -2.9016  0.48
17 H -0.5953 6.1659 -4.6582  0.49
18 N -1.6178 5.2991 -6.9372  0.98
19 O -2.0399 4.7353 -7.9230  -0.61
20 O -1.6882 6.4924 -6.7381  -0.61
21 H -1.2518 2.6803 -7.0280  0.47
22 H -0.1517 1.2844 -5.2829  0.48
23 C -0.9409 2.4050 -1.3758  -0.57
24 H -1.4080 2.9600 -2.1888  0.53
25 C -1.7657 1.1502 -1.0600  -1.07
26 H -2.7542 1.4260 -0.6899  0.48
27 H -1.8668 0.5383 -1.9628  0.30
28 H -0.9007 3.0416 -0.4847  0.20
29 H 2.0451 0.9383 -1.1088  0.48
30 H 1.1802 1.8252 0.1801  0.26
31 H 0.1649 -0.6519 -1.3136  0.12
32 C -0.9436 -0.5470 2.2483  -0.89
33 O -0.5486 -1.7997 1.7394  -0.32
34 C 0.0101 -2.7030 2.6025  0.61
35 C 0.2734 -2.4796 3.9287  -0.24
36 C 0.8624 -3.4903 4.7190  0.47
37 C 1.1403 -3.2910 6.0867  -0.87
38 C 1.7117 -4.2820 6.8358  -0.49
39 C 2.0325 -5.5171 6.2534  -0.54
40 C 1.7752 -5.7405 4.9289  -0.63
41 C 1.1868 -4.7396 4.1312  0.76
42 C 0.9058 -4.9343 2.7610  -0.97
43 C 0.3349 -3.9477 2.0162  -0.58
44 H 0.1118 -4.0829 0.9695  0.44
45 H 1.1511 -5.8843 2.3091  0.37
46 H 2.0191 -6.6896 4.4733  0.37
47 H 2.4832 -6.2886 6.8600  0.38
48 H 1.9200 -4.1203 7.8833  0.38
49 H 0.8921 -2.3392 6.5349  0.38
50 H 0.0393 -1.5393 4.4040  0.45
51 H -0.0722 0.0308 2.5959  0.41
52 H -1.6414 -0.6654 3.0863  0.62

---

No. 5
Molecular formula: CH6NOSi
Method: DFT, ωB97M-V with the def2-TZVPD basis set

Values from the calculation:
- gap between HOMO and LUMO (eV) = 8.941
- total charge = -1

Last column: Mulliken charge in e.
Cartesian coordinates (Å):
1 C 0.6477 0.0055 -0.0433  -0.50
2 N 0.7106 -1.4525 -0.0295  -0.80
3 O -1.8979 -0.8911 0.0237  -0.72
4 Si -1.2070 0.5130 -0.0275  0.24
5 H 0.4998 -1.8015 -0.9543  0.24
6 H 1.1764 0.2882 -0.9386  0.29
7 H 1.4356 0.3335 0.8167  0.20
8 H -0.1970 -1.6923 0.3037  0.36
9 H -1.1419 1.6018 1.2388  -0.14
10 H -1.4116 1.5650 -1.1295  -0.16

---

No. 6
Molecular formula: C26H35BrCl2FNNaO5S2
Method: DFT, ωB97M-V with the def2-TZVPD basis set

Values from the calculation:
- gap between HOMO and LUMO (eV) = 5.987
- total charge = +1

Last column: Mulliken charge in e.
Cartesian coordinates (Å):
1 C -2.3479 -4.8132 1.2807  -0.42
2 O -2.9417 -4.0064 0.2374  -0.45
3 C -2.3270 -4.2499 -1.0496  -0.53
4 C -1.1467 -3.2206 -1.4104  -0.12
5 C 0.0620 -3.9505 -2.1059  -0.79
6 C 0.7722 -3.0000 -3.1855  -1.26
7 C 1.5279 -1.9107 -2.3238  0.44
8 C 2.8347 -2.2929 -1.7970  -0.52
9 C 3.5472 -1.3325 -0.9527  -0.66
10 C 2.9152 -0.0428 -0.6939  0.45
11 C 1.6062 0.3558 -1.2559  -0.05
12 C 0.8826 -0.6171 -2.1101  -0.55
13 N 1.0175 1.6476 -1.0009  0.07
14 C 1.0168 2.0073 0.4053  0.22
15 C -0.2476 2.4980 0.9710  -1.01
16 C -0.2576 2.8248 2.4101  0.29
17 C -1.6279 3.3031 3.0016  -1.13
18 C -1.8872 4.8493 2.7346  0.04
19 C -2.4052 5.1715 1.2874  -1.00
20 Br -0.3022 5.9156 3.2352  -0.12
21 C 0.9418 2.6923 3.2529  -0.82
22 C 2.2133 2.2030 2.6830  0.89
23 C 3.4710 2.0219 3.5825  -0.17
24 C 4.6642 2.9890 3.2547  -0.99
25 F 3.9067 0.6670 3.4157  -0.33
26 C 2.2169 1.8694 1.2553  0.32
27 S 3.6935 1.2164 0.3843  -0.33
28 H -3.1337 -5.3235 1.9088  -0.03
29 H -1.6715 -5.6263 0.9075  0.35
30 H -1.7861 -4.1368 1.9959  0.24
31 H -3.1367 -4.0752 -1.8166  0.29
32 H -1.9304 -5.2867 -1.1821  0.46
33 H -1.5312 -2.3287 -1.9955  0.47
34 H -0.7775 -2.7795 -0.4115  -0.04
35 H 0.8424 -4.1016 -1.3016  0.31
36 H -0.1713 -4.9698 -2.5052  0.50
37 H -0.0762 -2.5091 -3.7476  0.35
38 H 1.4560 -3.5667 -3.8635  0.41
39 H 3.2874 -3.2952 -1.9813  0.40
40 H 4.5394 -1.5882 -0.5225  0.40
41 H -0.1249 -0.3823 -2.5375  0.35
42 H 0.0746 1.6761 -1.3935  0.26
43 H -1.1387 2.5813 0.3072  0.31
44 H -2.5025 2.7621 2.5351  0.33
45 H -1.6814 3.1226 4.1064  0.39
46 H -2.7183 5.1454 3.4382  0.37
47 H -3.3898 4.6695 1.0596  0.30
48 H -1.6510 4.9181 0.4903  0.19
49 H -2.6199 6.2780 1.2433  0.37
50 H 0.8375 2.9555 4.3369  0.29
51 H 3.1435 2.1088 4.6549  0.39
52 H 5.2391 3.1259 4.2156  0.35
53 H 5.3252 2.4856 2.4979  0.30
54 H 4.2763 3.9818 2.9102  0.29
55 Cl -3.9986 -7.4215 2.9976  -0.20
56 C -4.6003 -7.6792 1.3384  -0.26
57 C -4.8711 -9.1378 1.0496  -0.49
58 Cl -3.3710 -10.0948 0.9754  -0.18
59 H -3.8689 -7.2637 0.6447  0.16
60 H -5.5230 -7.1050 1.2442  0.34
61 H -5.3593 -9.2384 0.0798  0.32
62 H -5.5190 -9.5818 1.8047  0.33
63 Na -2.0675 -1.6464 0.4039  0.90
64 C 2.4094 5.0578 -2.8353  -0.29
65 C 1.1167 4.5312 -3.4294  -0.04
66 O 0.4264 5.6893 -3.8979  -0.35
67 S 1.5086 6.7891 -4.3871  1.07
68 O 1.6478 6.6835 -5.7979  -0.53
69 O 1.2252 8.0175 -3.7329  -0.52
70 O 2.8110 6.1214 -3.7005  -0.33
71 H 2.2460 5.4725 -1.8372  0.32
72 H 3.1832 4.2932 -2.7865  0.30
73 H 0.5134 3.9932 -2.7006  0.02
74 H 1.3119 3.8834 -4.2888  0.33